This record from the Open Molecules 2025 dataset describes a gas-phase ion, C24H35N4O4S (charge +1). The level of theory is wB97M-V/def2-TZVPD.

```
68
Properties=species:S:1:pos:R:3
C -3.72912 -3.88362 0.66940
C -4.49023 -3.13003 -0.40704
N -3.92449 -1.77998 -0.59971
C -4.06661 -1.23921 -1.96051
C -3.04971 -1.84832 -2.91415
S -4.82541 -0.58489 0.59965
O -6.03879 -0.31697 -0.08431
O -4.82005 -1.29547 1.82706
C -3.62562 0.69503 0.52535
C -3.77962 1.93812 -0.06395
C -2.65481 2.70444 -0.27920
C -1.34350 2.21892 -0.06896
N -0.27165 2.98569 -0.38792
C -0.30453 4.43565 -0.36977
C 0.92516 4.92876 0.41358
O 2.12622 4.44533 -0.13269
C 2.15396 3.04081 -0.14801
C 0.97016 2.50327 -0.96098
C -1.22872 0.91717 0.49969
N -0.03547 0.19578 0.62143
C 0.04997 -1.09744 0.23220
O -0.88850 -1.74193 -0.21424
C 1.46084 -1.64861 0.35587
N 2.31102 -0.72060 1.08304
C 3.68089 -0.61101 0.60129
C 4.53886 -1.87169 0.79505
C 5.93129 -1.62776 0.28387
C 6.90027 -1.07877 1.11334
C 8.17273 -0.82250 0.63469
C 8.48964 -1.10896 -0.68218
C 7.52893 -1.65302 -1.51718
C 6.25692 -1.90840 -1.03646
C -2.36756 0.23046 0.86489
H -3.85145 -3.40092 1.63456
H -4.11054 -4.89776 0.74427
H -2.67073 -3.93168 0.41995
H -5.54058 -3.00744 -0.13023
H -4.43969 -3.67566 -1.35164
H -2.91278 -1.80625 -0.37247
H -3.91304 -0.15866 -1.89938
H -5.09109 -1.41448 -2.29403
H -3.24010 -2.90384 -3.08616
H -2.04561 -1.73871 -2.51044
H -3.09745 -1.33953 -3.87197
H -4.75758 2.28965 -0.34811
H -2.77866 3.67718 -0.72550
H -1.20032 4.79371 0.13359
H -0.26885 4.83330 -1.39091
H 0.98683 6.01655 0.37259
H 0.83213 4.60947 1.46319
H 3.10139 2.75561 -0.60656
H 2.11448 2.64748 0.88067
H 0.98560 1.41954 -1.02484
H 1.05011 2.91084 -1.97809
H 0.84681 0.58406 0.95613
H 1.83852 -1.76946 -0.66516
H 1.39874 -2.65315 0.79247
H 2.32408 -0.95770 2.07047
H 4.14446 0.22316 1.13455
H 3.64377 -0.35095 -0.46054
H 4.56923 -2.12118 1.85851
H 4.08683 -2.70803 0.25740
H 6.65966 -0.85901 2.14404
H 8.91892 -0.40160 1.29165
H 9.48311 -0.91274 -1.05533
H 7.77123 -1.88244 -2.54409
H 5.51235 -2.34006 -1.69124
H -2.28237 -0.69719 1.40562
```

Output
Net charge ... +1
Energy relative to the best compared isomer or geometry (same formula, charge and spin) ... 0.280 eV
Gap between HOMO and LUMO ... 0.30111 Eh
SMILES ... CC[NH+](CC)S(=O)(=O)c1ccc(N2CCOCC2)c(NC(=O)CNCCc2ccccc2)c1
E ... -50435.27111 eV
HOMO ... -11.0 eV

Mulliken population analysis, charges in e, atoms 1 to 4:
1. C -1.172
2. C -0.393
3. N 0.601
4. C -0.400